{
  "formula": "C4H10S",
  "method": "ωB97M-V/def2-TZVPD",
  "elements": ["S", "C", "C", "C", "C", "H", "H", "H", "H", "H", "H", "H", "H", "H", "H"],
  "positions_angstrom": [[1.25299, -0.11726, 0.71888], [-1.11173, 0.99881, -0.30945], [-2.50376, 0.74817, -0.85324], [-0.52358, -0.23363, 0.40286], [1.87248, -1.21777, -0.57547], [1.12973, -2.00873, -0.67254], [-2.87629, 1.63402, -1.37460], [1.90243, -0.64810, -1.50204], [-3.18259, 0.56200, -0.02414], [2.86392, -1.55137, -0.31911], [-0.67756, -1.05083, -0.30117], [-2.59501, -0.05604, -1.58456], [-1.19997, 1.81738, 0.41258], [-1.04858, -0.43651, 1.32897], [-0.42336, 1.35122, -1.06618]],
  "atomic_forces_ev_per_a": [[0.129, 0.001, 0.565], [-0.015, 0.059, 0.768], [-0.335, 0.387, -0.282], [-0.128, 0.536, -1.039], [-0.844, 0.740, -0.272], [0.487, -0.322, -0.034], [0.022, 0.063, 0.132], [0.147, -0.194, -0.182], [-0.187, -0.190, -0.012], [0.172, -0.300, 0.113], [0.022, -0.382, 0.303], [0.259, -0.234, 0.174], [0.173, 0.013, -0.032], [-0.066, -0.104, 0.128], [0.164, -0.074, -0.329]],
  "smiles": "CCCSC",
  "total_energy_ev": -15145.231,
  "spin_multiplicity": 1,
  "homo_ev": -8.393,
  "relative_energy_kj_mol": 13.13,
  "lumo_energy_ev": 1.11,
  "orbital_gap_ev": 9.5
}

{
  "formula": "C2ClF3O",
  "method": "ωB97M-V/def2-TZVPD",
  "elements": ["Cl", "F", "F", "F", "O", "C", "C"],
  "positions_angstrom": [[-2.72007, -0.72108, -0.17026], [1.60601, -1.26830, 0.10925], [-1.68370, 1.43421, -0.11893], [1.95414, 0.77213, -0.08420], [-0.49162, -0.07234, 0.88124], [1.32574, -0.30138, -0.62919], [-1.42342, 0.21460, 0.23637]],
  "atomic_forces_ev_per_a": [[-1.487, -1.731, -0.709], [0.004, -4.088, 1.109], [0.159, 1.764, -0.747], [-0.821, 0.591, -1.442], [0.305, -0.416, 0.522], [1.709, 3.326, -0.204], [0.130, 0.555, 1.470]],
  "total_energy_ev": -24790.752,
  "spin_multiplicity": 3,
  "homo_ev": [-7.829, -12.183],
  "relative_energy_kj_mol": 114.97,
  "lumo_energy_ev": [0.53, -2.36],
  "orbital_gap_ev": [8.4, 9.8]
}